# 1
The following is a quantum chemistry calculation of one molecule with the formula C19H18N4O5 at a distorted geometry, from the OMol25 dataset.

```
! wB97M-V def2-TZVPD RIJCOSX def2/J DEFGRID3
* xyz 0 1
C -1.9733 -1.5739 0.6063
O 4.4134 -1.7882 0.8498
H -4.8654 -1.5703 -0.9390
H -3.2877 -1.9523 -1.6183
H 4.1579 0.3514 -1.1688
C 0.9636 2.0990 0.3920
C 0.0202 -0.7572 1.7145
C 0.5671 2.9916 1.3647
C -1.3031 1.7122 -0.2963
C -1.7155 2.5964 0.7030
C -1.1411 -2.4113 -0.1580
H -3.7682 -1.2180 2.4432
H 3.1741 0.0107 -2.6260
C 3.3092 -1.6802 0.3599
H -4.5326 -0.0828 1.3019
H 1.2996 3.4774 1.9899
H -5.1209 -1.7497 1.4438
H -4.1549 -3.1759 -0.6577
C 3.2231 -0.0782 -1.5372
O -3.3966 0.9240 -0.6350
C 2.3289 1.6205 0.0490
C -4.2297 -1.1211 1.4618
H 2.4812 -1.4711 2.1487
O 3.3855 1.9460 0.5228
H 2.1545 -1.9354 -1.4801
N -2.3131 1.1327 -1.1470
H -1.1406 3.9149 2.2765
C -0.7965 3.2295 1.5176
C -1.3495 -0.7583 1.5655
H 0.8100 -3.1445 -0.5347
H -1.5736 -3.0952 -0.8687
N 2.1454 0.6967 -0.9626
C 3.1132 -1.5557 -1.1406
C -3.9350 -2.1061 -0.7566
H -2.7737 2.7794 0.8175
H 0.4737 -0.1110 2.4537
C 0.0506 1.4523 -0.4468
N -3.3238 -1.5677 0.4323
O 0.4229 -0.2853 -2.1245
H -1.9386 -0.1009 2.1847
O -2.0391 0.9288 -2.3054
C 0.8360 -1.5732 0.9318
C 0.2228 -2.4297 0.0198
N 2.2214 -1.5681 1.1731
C 0.8111 0.5065 -1.3087
H 3.9200 -2.1037 -1.6275
*
```

E_LUMO, eV: -0.958
Structure (SMILES): CN(C)c1ccc(NC(=O)CCN2C(=O)c3cccc([N+](=O)[O-])c3C2=O)cc1
Calculated total energy, eV: -36191.5245
Highest occupied orbital energy, eV: -7.4385
Gap between HOMO and LUMO, eV: 6.48


# 2
The following is a quantum chemistry calculation of C19H18NOSeV as an isolated structure at a distorted geometry, from the OMol25 dataset.

```
! wB97M-V def2-TZVPD RIJCOSX def2/J DEFGRID3
* xyz 0 3
H -4.4816 -2.1918 1.7837
H 3.2706 1.0106 0.4539
C -3.4177 -1.9962 1.8086
H 1.9451 1.5138 -2.3233
C 3.5775 0.0653 -2.1437
H 3.9173 1.3998 -3.8156
H -2.8753 2.6516 2.6954
C 5.3822 -0.2035 -3.7911
H -1.2411 1.8183 -1.2896
O 1.5715 0.2064 -0.6347
C 4.2689 0.4922 -3.3109
C -3.2356 1.2830 -0.3939
H -3.7642 0.7724 -1.2061
H 1.8905 2.2130 0.0505
H -2.7331 -2.4432 -0.3056
H 5.5122 -2.6839 -1.4495
C 4.0634 -1.0808 -1.4730
C -1.1509 -2.0696 1.2832
C -2.7912 2.3827 1.6371
C -1.2711 -1.6305 2.6575
H -0.6865 2.9118 1.1377
C 2.4160 1.2868 -0.1614
H -4.9267 2.1078 0.8705
H 5.9016 0.1555 -4.6882
C -2.4796 -2.2114 0.7339
H -3.1216 -1.4604 3.9660
H 6.7019 -1.9034 -3.5076
C 5.1654 -1.7869 -1.9703
C 5.8358 -1.3555 -3.1251
C -1.8791 1.7620 -0.4021
C -3.8621 1.8836 0.7878
Se -6.6237 0.2095 3.8196
C -1.5949 2.3708 0.8577
N -4.1879 0.3349 2.1778
V -2.5728 -0.0079 1.4054
H 3.5660 -1.4291 -0.5639
H -0.4654 -1.5295 3.4033
C -2.6769 -1.6163 2.9875
C -5.1818 0.3174 2.8590
C 2.4460 0.8463 -1.6151
H -0.2110 -2.3954 0.7945
*
```

E_LUMO (spin up / spin down), eV: -0.002 / 0.266
Calculated total energy, eV: -114562.4703
Highest occupied orbital energy (spin up / spin down), eV: -7.2024 / -7.1776
Gap between HOMO and LUMO (spin up / spin down), eV: 7.20 / 7.44
<S²>: 2.058


# 3
The following is a quantum chemistry calculation of C19H19AsIO4PdSe as an isolated structure, from the OMol25 dataset.

```
! wB97M-V def2-TZVPD RIJCOSX def2/J DEFGRID3
* xyz -1 3
H 3.9286 0.6481 -0.7956
H -1.2642 -1.7521 -2.3113
C 3.9212 -1.6711 1.2814
O 0.1491 2.5966 -0.4399
O -0.1757 0.7710 -2.2550
C 2.9172 1.0352 -0.6699
C 5.0560 -0.8622 1.3423
C 5.3479 -3.5359 0.6912
H 2.5730 -0.2993 2.2474
H -1.7136 -4.1784 -2.5366
C 2.0616 -1.7211 -1.4233
C -1.7934 -2.7817 3.4002
H -1.8052 -2.3347 4.3850
H -2.1125 -4.7895 4.1327
H 3.1327 -1.8986 -1.5159
H 1.5448 -2.6422 -1.1560
Se -0.7765 2.2820 -1.7768
H 7.4513 -3.1228 0.5452
C -1.8134 -3.9341 0.8472
Pd -0.6974 0.2550 -0.1247
C -1.9925 -4.7290 2.0074
H 3.2183 -3.6597 0.9026
C -1.6155 -2.0081 2.2903
H 2.8882 1.8566 0.0428
C 6.3158 -1.3790 1.0802
H 1.8674 -1.8710 1.8762
C -1.9757 -4.1740 3.2523
O -0.6967 3.3830 -2.9478
C -1.8485 -4.5135 -0.4426
O -2.2780 1.9188 -1.2053
I -1.4268 0.0667 2.5746
C 2.5590 -1.1074 1.5147
H 2.5172 1.4026 -1.6136
H 5.4540 -4.5837 0.4384
C -1.3720 -1.7285 -0.1930
H 7.1830 -0.7323 1.1328
C -1.5945 -2.5298 0.9660
H 1.6539 -1.3518 -2.3642
C -1.4283 -2.3480 -1.4190
C 6.4683 -2.7189 0.7513
C 4.0895 -3.0163 0.9539
H -2.0207 -5.5803 -0.5319
As 1.6951 -0.3522 -0.1013
H -2.1465 -5.7954 1.8848
H 4.9439 0.1854 1.5972
C -1.6751 -3.7313 -1.5493
*
```

E_LUMO (spin up / spin down), eV: 2.335 / 2.186
Calculated total energy, eV: -165964.9734
Highest occupied orbital energy (spin up / spin down), eV: -4.0245 / -5.3328
Gap between HOMO and LUMO (spin up / spin down), eV: 6.36 / 7.52
<S²>: 2.010


In order of appearance, energy above the lowest of the compared OMol25 structures with the same formula, charge and spin = 36.1, 127.9, 83.9 kJ/mol.